Density functional theory data (wB97M-V/def2-TZVPD) for an isolated molecule of C5H9Cl at a distorted geometry.

The geometry in XYZ format:
```
15
Properties=species:S:1:pos:R:3:forces:R:3
C -1.67026 -0.47119 -0.55837 0.8 0.4 0.9
C -0.53260 0.28409 0.48776 -5.0 -5.8 -0.5
C 0.62026 -0.76815 0.53009 -2.8 -3.0 0.6
C 1.53711 0.32331 0.31325 1.1 2.8 5.8
Cl 3.05460 -0.19075 -0.26608 1.6 0.2 -1.5
C 0.32996 1.14800 -0.24155 3.1 3.1 -0.9
H -2.43858 0.33481 -0.60652 0.4 -0.6 -1.2
H -1.04386 -0.83683 -1.52390 -2.0 1.3 2.0
H -2.26492 -1.36591 -0.13245 1.4 1.2 -0.3
H -1.15721 0.54211 1.38379 1.3 0.2 -0.7
H 0.58406 -1.79241 1.10346 0.8 2.5 0.0
H 0.52519 -1.17452 -0.45871 0.0 -0.5 -0.8
H 1.75043 0.81524 1.36092 -0.1 -0.8 -1.8
H 0.44683 0.89609 -1.25446 -1.0 0.0 -1.9
H 0.25900 2.25610 -0.13722 0.4 -0.9 0.1
```
Forces are in eV/Å.

As for the energy: -655.981999 Ha. As for the energy above the lowest of the compared OMol25 structures with the same formula, charge and spin: 72.7 kcal per mole. The HOMO-LUMO gap is 10.680 eV. The molar mass is 104.58 g mol⁻¹. The structure (SMILES) is C[C@H]1C[C@@H](Cl)C1. As for the LUMO energy: 1.07 eV. The multiplicity is 1. As for the highest occupied orbital energy: -9.612 eV.

Here are the natural (NBO) charges for atoms 1 to 2, given in e: atom 1 (C): -0.619, atom 2 (C): -0.214